10 unconnected molecules or ions with the total composition C40H50F30O20, computed with ωB97M-V with the def2-TZVPD basis set.

Geometry (Å):
F (-6.647, -0.662, -3.069)
F (-7.683, 3.768, 3.331)
F (-6.346, -2.639, -3.893)
F (-1.957, -0.159, 5.488)
F (-3.132, 0.078, -1.242)
F (9.096, -5.439, 6.275)
F (-1.606, 5.678, 1.985)
F (-2.362, 3.769, 1.327)
F (1.664, -3.551, -1.783)
F (6.408, -2.491, 1.151)
F (6.681, 1.675, 2.099)
F (-4.720, 2.184, -2.583)
F (-1.386, 0.371, 3.436)
F (5.556, -4.496, 1.041)
F (1.589, -1.402, -2.076)
F (-1.859, 1.908, 4.881)
F (-8.236, 2.246, 1.899)
F (7.824, -4.324, 7.605)
F (-2.363, 1.393, 0.298)
F (-5.915, 1.580, -0.887)
F (7.654, -0.051, 1.239)
F (-7.054, 3.958, 1.273)
F (2.332, -2.683, -3.660)
F (-5.116, 3.586, -0.972)
F (4.574, -2.844, 0.067)
F (6.074, -0.296, 2.716)
F (7.201, -6.282, 6.878)
F (-3.693, 5.476, 1.396)
F (-4.781, -1.721, -2.719)
F (-1.160, 0.951, -1.450)
O (6.553, -3.364, 5.634)
O (-3.859, -0.636, -4.774)
O (-2.158, -1.545, 0.745)
O (-5.911, 1.127, 2.149)
O (7.772, -4.110, -0.643)
O (6.113, -3.422, -1.996)
O (7.071, -5.063, 4.262)
O (-5.048, 2.969, 3.121)
O (-0.131, -0.725, 0.224)
O (5.873, 0.121, -0.617)
O (-0.378, -1.811, -4.049)
O (-1.758, 6.689, -0.457)
O (1.011, 0.242, 4.332)
O (4.274, 0.738, 0.837)
O (-5.823, -0.588, -5.850)
O (-7.271, 4.279, -2.028)
O (-2.139, 4.620, -1.216)
O (-7.591, 2.338, -3.089)
O (0.458, 1.204, 6.290)
O (-0.746, -3.526, -2.647)
C (-2.092, 5.419, -0.324)
C (6.573, -3.645, -0.913)
C (5.399, 0.435, 0.574)
C (-2.446, 5.080, 1.136)
C (4.903, 0.048, -1.695)
C (8.670, -4.303, -1.729)
C (-5.630, 2.599, -1.708)
C (-2.623, 7.446, -2.580)
C (-7.264, 3.082, 2.254)
C (-4.603, -0.298, 3.591)
C (1.442, -2.593, -2.672)
C (-1.289, 0.707, 4.724)
C (-2.811, -1.502, -6.788)
C (-1.381, 7.131, -1.766)
C (2.919, 1.717, 4.258)
C (0.182, 0.787, 5.206)
C (-3.158, -0.264, -5.970)
C (-6.932, 3.058, -2.399)
C (4.691, -2.943, 4.073)
C (-2.776, -4.841, -2.604)
C (7.115, -4.532, 5.328)
C (6.489, 0.423, 1.659)
C (6.074, -2.570, 4.536)
C (-5.939, 2.367, 2.604)
C (-2.038, 0.438, -0.587)
C (-2.148, -3.524, -3.021)
C (-1.450, -0.742, 0.204)
C (5.768, -3.359, 0.365)
C (0.532, -1.761, 0.987)
C (-9.620, 4.804, -1.858)
C (1.876, -1.188, 1.345)
C (0.001, -2.607, -3.241)
C (-4.678, 0.415, 2.251)
C (9.350, -3.006, -2.150)
C (2.418, 0.324, 4.603)
C (5.695, -0.255, -2.939)
C (-5.165, -0.866, -4.891)
C (7.827, -5.143, 6.561)
C (-8.358, 4.934, -2.690)
C (-5.748, -1.470, -3.605)
H (-3.102, 8.368, -2.239)
H (2.577, 0.094, 5.657)
H (-4.742, 0.347, 4.458)
H (0.596, -2.643, 0.351)
H (-3.390, 6.675, -2.551)
H (-2.375, 7.654, -3.624)
H (-3.694, -1.844, -7.335)
H (4.190, -0.741, -1.463)
H (10.053, -2.662, -1.391)
H (6.270, -1.177, -2.884)
H (-5.381, -1.063, 3.659)
H (8.211, -4.728, -2.625)
H (-2.232, 0.182, -5.611)
H (-3.715, 0.476, -6.538)
H (9.865, -3.147, -3.096)
H (-2.158, -3.485, -4.109)
H (2.555, 1.996, 3.267)
H (-9.945, 3.761, -1.858)
H (-0.046, -1.980, 1.883)
H (2.567, 2.434, 4.997)
H (-9.456, 5.099, -0.823)
H (-2.026, -1.247, -7.497)
H (-3.802, 1.049, 2.122)
H (-10.457, 5.363, -2.274)
H (-8.046, 5.975, -2.751)
H (9.385, -5.054, -1.399)
H (-0.757, 6.381, -2.248)
H (4.005, 1.787, 4.193)
H (2.930, -0.424, 4.005)
H (-2.183, -5.688, -2.940)
H (6.405, 0.541, -3.180)
H (4.413, 1.015, -1.791)
H (8.586, -2.235, -2.260)
H (-8.492, 4.533, -3.693)
H (5.077, -0.332, -3.836)
H (3.943, -2.892, 4.865)
H (-2.517, -2.336, -6.155)
H (-2.614, -2.659, -2.562)
H (6.077, -1.572, 4.979)
H (4.730, -3.966, 3.693)
H (-3.667, -0.843, 3.700)
H (-3.028, -4.841, -1.545)
H (-0.785, 8.033, -1.659)
H (1.730, -0.193, 1.766)
H (-4.639, -0.289, 1.422)
H (2.568, -1.136, 0.510)
H (2.371, -1.757, 2.137)
H (6.806, -2.537, 3.732)
H (4.346, -2.303, 3.261)
H (-3.734, -4.912, -3.127)

- E (hartree) = -6055.16941
- SMILES string = CCOC(=O)C(F)(F)F.CCOC(=O)C(F)(F)F.CCOC(=O)C(F)(F)F.CCOC(=O)C(F)(F)F.CCOC(=O)C(F)(F)F.CCOC(=O)C(F)(F)F.CCOC(=O)C(F)(F)F.CCOC(=O)C(F)(F)F.CCOC(=O)C(F)(F)F.CCOC(=O)C(F)(F)F
- ΔE to the lowest compared entry with this formula, charge and spin (kcal per mole) = 5.46
- HOMO level (hartree) = -0.3985
- molecular weight (g mol⁻¹) = 1420.76
- LUMO level (hartree) = 0.01758
- frontier orbital gap (eV) = 11.32
- multiplicity = 1
- charge = 0